1.
DFT (the ωB97M-V functional and the def2-TZVPD basis) results for 8 unconnected molecules or ions with the total composition C24H60I2NO7S7.

```
101
C24H60I2NO7S7, DFT the ωB97M-V functional and the def2-TZVPD basis
C -0.790 3.535 1.218
C 0.332 2.944 0.372
C 0.428 1.426 0.310
C -0.868 0.650 0.052
C -1.663 0.263 1.302
C -2.901 -0.540 1.010
I -2.607 -2.236 -0.196
C -4.124 -0.322 1.487
C -5.373 -1.106 1.222
I -4.444 1.261 2.841
C -0.727 -0.457 2.274
C 0.345 0.505 2.731
N 1.167 0.934 1.553
H -0.742 3.234 2.265
H -1.769 3.240 0.833
H -0.734 4.621 1.185
H 0.200 3.288 -0.657
H 1.293 3.349 0.702
H 1.103 1.184 -0.512
H -1.486 1.272 -0.601
H -0.634 -0.250 -0.521
H -1.981 1.188 1.784
H -5.533 -1.849 2.006
H -6.242 -0.450 1.219
H -5.321 -1.609 0.259
H -0.259 -1.308 1.767
H -1.261 -0.836 3.146
H 1.028 0.041 3.441
H -0.080 1.399 3.185
H 1.758 1.710 1.859
H 1.814 0.169 1.337
C 4.088 6.096 1.490
S 3.032 5.590 2.842
O 1.849 4.899 2.229
C 2.481 7.238 3.274
H 4.508 5.203 1.030
H 3.498 6.664 0.773
H 4.888 6.722 1.882
H 2.028 7.700 2.398
H 3.338 7.821 3.608
H 1.759 7.140 4.082
C 3.991 9.408 -2.087
S 4.206 9.989 -0.403
O 3.530 8.990 0.477
C 3.094 11.390 -0.525
H 4.578 8.498 -2.194
H 2.936 9.198 -2.260
H 4.357 10.165 -2.780
H 2.104 11.037 -0.810
H 3.484 12.098 -1.256
H 3.057 11.859 0.456
C -4.956 -3.930 -4.374
S -6.085 -4.054 -2.988
O -7.216 -4.908 -3.431
C -6.667 -2.353 -3.050
H -4.512 -4.912 -4.524
H -5.507 -3.625 -5.264
H -4.164 -3.216 -4.147
H -7.102 -2.159 -4.030
H -5.832 -1.678 -2.854
H -7.425 -2.242 -2.278
C 5.120 0.766 2.621
S 4.554 -0.716 1.773
O 3.204 -1.024 2.377
C 5.763 -1.819 2.484
H 4.447 1.581 2.357
H 5.104 0.606 3.699
H 6.127 1.007 2.280
H 5.687 -1.793 3.570
H 6.748 -1.504 2.144
H 5.550 -2.818 2.110
C -4.788 -2.940 4.614
S -5.348 -4.398 3.721
O -6.571 -4.871 4.411
C -4.006 -5.475 4.237
H -5.530 -2.160 4.452
H -4.716 -3.164 5.678
H -3.823 -2.618 4.217
H -3.992 -5.530 5.325
H -3.061 -5.091 3.851
H -4.204 -6.458 3.816
C -3.885 -7.714 -5.959
S -2.376 -7.631 -4.991
O -2.148 -6.191 -4.680
C -1.258 -8.052 -6.331
H -4.710 -7.433 -5.305
H -3.814 -7.018 -6.794
H -4.033 -8.734 -6.312
H -1.376 -7.328 -7.137
H -1.476 -9.062 -6.679
H -0.246 -8.010 -5.935
C 3.823 -3.384 -2.394
S 5.280 -3.458 -1.350
O 5.532 -2.066 -0.874
C 6.461 -3.771 -2.663
H 2.977 -3.151 -1.752
H 3.959 -2.602 -3.141
H 3.666 -4.353 -2.868
H 6.408 -2.962 -3.390
H 6.238 -4.731 -3.129
H 7.449 -3.803 -2.209
```

Its LUMO energy is -1.893 eV. The value obtained for the orbital gap is 8.184 eV. Its net charge is +1. For the molar mass, the calculation gives 953.02 Da. Its HOMO energy is -10.077 eV. The calculation puts the calculated total energy at -4914.1681 Eh.

Atom charges from the Mulliken analysis, given in e for atoms 1 to 99:
1 C -1.193
2 C -0.738
3 C 0.042
4 C -1.524
5 C 1.581
6 C -1.222
7 I 0.068
8 C 0.850
9 C -1.050
10 I 0.045
11 C -0.767
12 C -0.730
13 N 0.176
14 H 0.165
15 H 0.354
16 H 0.467
17 H 0.405
18 H 0.477
19 H 0.284
20 H 0.250
21 H 0.608
22 H -0.244
23 H 0.155
24 H 0.418
25 H 0.221
26 H 0.347
27 H 0.248
28 H 0.481
29 H 0.305
30 H 0.196
31 H 0.291
32 C -0.831
33 S 0.421
34 O -0.526
35 C -0.990
36 H 0.352
37 H 0.154
38 H 0.416
39 H 0.242
40 H 0.408
41 H 0.362
42 C -0.947
43 S 0.435
44 O -0.527
45 C -0.978
46 H 0.303
47 H 0.302
48 H 0.392
49 H 0.307
50 H 0.392
51 H 0.316
52 C -0.637
53 S 0.565
54 O -0.656
55 C -0.938
56 H 0.026
57 H 0.333
58 H 0.319
59 H 0.374
60 H 0.282
61 H 0.308
62 C -0.883
63 S 0.698
64 O -0.725
65 C -1.053
66 H 0.103
67 H 0.340
68 H 0.423
69 H 0.401
70 H 0.392
71 H 0.319
72 C -0.784
73 S 0.569
74 O -0.661
75 C -0.905
76 H 0.301
77 H 0.431
78 H 0.113
79 H 0.306
80 H 0.308
81 H 0.334
82 C -0.959
83 S 0.503
84 O -0.590
85 C -0.930
86 H 0.310
87 H 0.302
88 H 0.408
89 H 0.300
90 H 0.369
91 H 0.310
92 C -0.926
93 S 0.538
94 O -0.599
95 C -0.993
96 H 0.279
97 H 0.308
98 H 0.381
99 H 0.312

=====

2.
DFT (the ωB97M-V functional and the def2-TZVPD basis) results for a molecular structure, C43H24Cl2F4N4O5PSSnTe.

```
86
C43H24Cl2F4N4O5PSSnTe, DFT the ωB97M-V functional and the def2-TZVPD basis
Sn -0.389 0.489 -0.500
O 1.835 -1.896 1.016
C 0.577 -2.164 0.785
O -0.316 -1.351 1.047
C 0.314 -3.430 0.055
C -0.485 -4.418 0.612
C -0.776 -5.549 -0.134
C -0.297 -5.663 -1.433
C 0.476 -4.654 -1.990
C 0.808 -3.526 -1.248
P 1.772 -2.108 -1.925
C 1.372 -2.170 -3.702
C 2.130 -2.841 -4.658
C 1.740 -2.832 -5.991
C 0.587 -2.163 -6.379
C -0.179 -1.497 -5.432
C 0.218 -1.494 -4.103
C 3.484 -2.726 -1.819
C 3.839 -3.787 -0.991
C 5.167 -4.179 -0.881
C 6.151 -3.520 -1.602
C 5.804 -2.462 -2.433
C 4.482 -2.061 -2.532
H -0.875 -4.299 1.615
H -1.389 -6.333 0.291
H -0.535 -6.541 -2.020
H 0.821 -4.745 -3.012
H 3.027 -3.371 -4.365
H 2.337 -3.354 -6.727
H 0.286 -2.162 -7.419
H -1.083 -0.981 -5.728
H -0.383 -0.967 -3.369
H 3.082 -4.322 -0.432
H 5.429 -5.008 -0.237
H 7.184 -3.832 -1.522
H 6.566 -1.949 -3.006
H 4.221 -1.234 -3.182
O -0.369 1.592 3.343
C -1.064 2.761 3.458
C -1.491 3.192 4.714
C -2.204 4.370 4.852
C -2.508 5.138 3.733
C -2.094 4.701 2.489
C -1.375 3.513 2.320
C -1.035 3.133 0.908
O -1.474 3.760 -0.031
O -0.251 2.077 0.775
H -0.259 1.215 4.223
H -1.244 2.598 5.588
H -2.517 4.691 5.838
H -3.054 6.066 3.832
H -2.315 5.275 1.599
Te 2.043 0.102 1.449
C 3.849 0.316 0.508
C 5.109 0.086 1.003
C 6.118 0.556 0.134
C 5.605 1.156 -0.984
S 3.910 1.130 -1.003
H 5.301 -0.401 1.949
H 7.175 0.465 0.330
H 6.151 1.611 -1.796
Cl 0.663 1.974 -2.997
C 1.270 1.726 -4.664
Cl 2.990 1.379 -4.705
H 1.080 2.653 -5.189
H 0.725 0.890 -5.085
F -3.220 0.689 1.393
C -3.989 1.514 2.104
C -4.211 1.229 3.389
F -3.648 0.151 3.911
C -5.031 2.072 4.249
C -5.472 3.309 3.620
C -5.244 3.592 2.333
F -5.657 4.749 1.846
C -4.517 2.696 1.446
C -4.322 2.958 0.130
C -3.518 2.120 -0.712
N -2.842 1.532 -1.430
C -4.826 4.112 -0.558
N -5.245 4.988 -1.170
F -6.102 4.196 4.369
C -5.357 1.730 5.519
C -6.169 2.546 6.379
N -6.826 3.134 7.114
C -4.920 0.513 6.146
N -4.617 -0.456 6.682
```

Its LUMO energy is -5.171 eV. The value obtained for the orbital gap is 5.633 eV. Its net charge is +1. For the molar mass, the calculation gives 1132.94 Da. The energy above the lowest of the compared OMol25 structures with the same formula, charge and spin comes out at 0.279 eV. Its HOMO energy is -10.804 eV. The calculation puts the calculated total energy at -4789.6517 Eh.

And the Mulliken charges, in e, turn out to be:
1 Sn 1.356
2 O -0.616
3 C -0.137
4 O -0.594
5 C 0.814
6 C -0.596
7 C -0.644
8 C -0.791
9 C -0.239
10 C 0.051
11 P 1.195
12 C 0.492
13 C -0.137
14 C -0.774
15 C -0.552
16 C -0.600
17 C -0.974
18 C 0.076
19 C -0.549
20 C -0.686
21 C -0.635
22 C -0.713
23 C -0.379
24 H 0.553
25 H 0.432
26 H 0.450
27 H 0.481
28 H 0.457
29 H 0.456
30 H 0.408
31 H 0.496
32 H 0.391
33 H 0.392
34 H 0.441
35 H 0.407
36 H 0.448
37 H 0.596
38 O -0.131
39 C 1.092
40 C -0.831
41 C -0.610
42 C -0.892
43 C -0.719
44 C 0.110
45 C 0.354
46 O -0.597
47 O -0.084
48 H 0.222
49 H 0.411
50 H 0.473
51 H 0.484
52 H 0.566
53 Te 0.352
54 C 0.265
55 C -0.553
56 C -0.487
57 C -0.610
58 S 0.083
59 H 0.458
60 H 0.445
61 H 0.456
62 Cl -0.091
63 C -0.094
64 Cl -0.121
65 H 0.460
66 H -0.134
67 F -0.354
68 C 0.224
69 C 0.711
70 F -0.424
71 C 0.327
72 C 0.493
73 C -0.120
74 F -0.360
75 C 0.173
76 C 1.355
77 C -0.138
78 N -0.594
79 C -0.343
80 N -0.494
81 F -0.353
82 C 1.228
83 C -0.238
84 N -0.460
85 C -0.184
86 N -0.500

=====

3.
DFT (the ωB97M-V functional and the def2-TZVPD basis) results for 2 unconnected molecules or ions with the total composition CH2O2S in a non-equilibrium geometry.

```
6
CH2O2S, DFT the ωB97M-V functional and the def2-TZVPD basis
C 0.989 -0.129 0.080
O 3.443 0.712 -0.110
O 0.136 -1.063 -0.024
S 2.546 -0.436 0.118
H 0.655 0.759 -0.314
H 0.618 -2.272 0.216
```

Its LUMO energy is -0.750 eV. The value obtained for the orbital gap is 8.082 eV. Its net charge is 0. For the molar mass, the calculation gives 78.09 Da. The energy above the lowest of the compared OMol25 structures with the same formula, charge and spin comes out at 4.054 eV. Its HOMO energy is -8.832 eV. The calculation puts the calculated total energy at -587.8378 Eh.

And the natural (NBO) charges, in e, turn out to be:
1 C -0.149
2 O -0.929
3 O -0.601
4 S 1.001
5 H 0.210
6 H 0.468

=====

4.
DFT (the ωB97M-V functional and the def2-TZVPD basis) results for a molecular structure, C46H34Cl2I2NO2PSiSn.

```
90
C46H34Cl2I2NO2PSiSn, DFT the ωB97M-V functional and the def2-TZVPD basis
Sn -0.659 -1.126 -0.263
I 2.407 -0.149 0.893
C 3.664 1.405 0.135
C 4.941 0.926 0.011
C 6.032 1.770 -0.231
C 5.820 3.107 -0.302
C 4.516 3.644 -0.225
C 4.387 5.045 -0.324
C 3.167 5.642 -0.285
C 2.029 4.836 -0.219
C 2.084 3.462 -0.134
P 0.414 2.681 -0.326
C -0.061 3.453 -1.920
C -1.391 3.680 -2.272
C -1.723 4.085 -3.557
C -0.741 4.222 -4.525
C 0.580 3.946 -4.201
C 0.916 3.566 -2.913
C -0.439 3.593 1.016
C -1.372 4.612 0.858
C -1.991 5.176 1.967
C -1.684 4.735 3.245
C -0.739 3.733 3.413
C -0.126 3.165 2.309
C 3.357 2.800 -0.058
H 5.124 -0.132 0.141
H 7.026 1.351 -0.311
H 6.647 3.798 -0.417
H 5.291 5.632 -0.441
H 3.072 6.718 -0.343
H 1.059 5.316 -0.264
H -2.176 3.514 -1.549
H -2.758 4.284 -3.805
H -1.003 4.525 -5.531
H 1.353 4.023 -4.956
H 1.951 3.347 -2.679
H -1.617 4.982 -0.130
H -2.715 5.970 1.829
H -2.177 5.173 4.103
H -0.484 3.388 4.408
H 0.605 2.378 2.453
Cl -3.725 0.335 6.739
C -2.869 -0.026 5.273
C -1.539 -0.451 5.351
C -0.852 -0.744 4.204
Cl 0.793 -1.262 4.295
C -1.429 -0.622 2.903
O -0.694 -0.946 1.895
C -2.779 -0.168 2.867
C -3.485 0.066 1.642
O -3.040 0.039 0.502
C -3.478 0.103 4.059
H -1.052 -0.550 6.312
H -4.560 0.300 1.772
H -4.507 0.436 3.995
I -4.191 -5.148 3.078
C -4.015 -4.002 1.339
C -5.016 -4.006 0.380
C -4.839 -3.232 -0.756
C -3.678 -2.492 -0.885
N -2.721 -2.503 0.037
C -2.879 -3.242 1.133
H -5.910 -4.599 0.515
H -5.592 -3.209 -1.531
H -3.500 -1.861 -1.749
H -2.064 -3.219 1.849
C 4.670 -3.024 -2.260
C 3.511 -2.451 -2.765
C 2.306 -2.632 -2.102
C 2.219 -3.400 -0.938
C 3.400 -3.959 -0.445
C 4.612 -3.773 -1.094
Si 0.564 -3.586 -0.020
C -0.476 -4.747 -1.122
C -0.968 -5.961 -0.639
C -1.848 -6.735 -1.384
C -2.254 -6.311 -2.641
C -1.764 -5.116 -3.151
C -0.894 -4.347 -2.395
H 5.613 -2.881 -2.772
H 3.546 -1.867 -3.676
H 1.413 -2.162 -2.507
H 3.364 -4.547 0.465
H 5.515 -4.216 -0.691
H 0.909 -4.470 1.137
H -0.651 -6.307 0.340
H -2.215 -7.673 -0.985
H -2.948 -6.906 -3.222
H -2.067 -4.784 -4.138
H -0.523 -3.415 -2.814
```

Its LUMO energy is -0.094 eV. The value obtained for the orbital gap is 6.940 eV. Its net charge is 0. For the molar mass, the calculation gives 1135.27 Da. The energy above the lowest of the compared OMol25 structures with the same formula, charge and spin comes out at 0.355 eV. Its HOMO energy is -7.035 eV. The calculation puts the calculated total energy at -4339.4826 Eh.

And the Mulliken charges, in e, turn out to be:
1 Sn 0.202
2 I 0.100
3 C -0.197
4 C -0.533
5 C -0.984
6 C -0.816
7 C 0.879
8 C -0.841
9 C -1.131
10 C -0.123
11 C 0.358
12 P 1.028
13 C 0.277
14 C -0.596
15 C -0.648
16 C -0.488
17 C -0.622
18 C -0.576
19 C 0.821
20 C -0.161
21 C -0.843
22 C -0.572
23 C -0.563
24 C -0.892
25 C 0.620
26 H 0.405
27 H 0.396
28 H 0.348
29 H 0.359
30 H 0.423
31 H 0.308
32 H 0.540
33 H 0.394
34 H 0.380
35 H 0.423
36 H 0.337
37 H 0.551
38 H 0.405
39 H 0.393
40 H 0.434
41 H 0.294
42 Cl -0.246
43 C 0.216
44 C -0.709
45 C 0.481
46 Cl -0.197
47 C -0.180
48 O 0.087
49 C 1.298
50 C -0.537
51 O -0.472
52 C -1.112
53 H 0.460
54 H 0.295
55 H 0.377
56 I 0.081
57 C -0.912
58 C -0.156
59 C -1.016
60 C -0.357
61 N 0.747
62 C -0.312
63 H 0.436
64 H 0.483
65 H 0.445
66 H 0.639
67 C -0.465
68 C -0.834
69 C -0.045
70 C 0.376
71 C -0.370
72 C -0.563
73 Si 0.873
74 C 0.444
75 C -0.368
76 C -0.636
77 C -0.435
78 C -0.827
79 C -0.107
80 H 0.404
81 H 0.400
82 H 0.134
83 H 0.314
84 H 0.395
85 H -0.392
86 H 0.369
87 H 0.412
88 H 0.404
89 H 0.402
90 H 0.185